[1]
A gas-phase ion, C3H4NO3S2 (charge -1). Source: OMol25; level of theory: ωB97M-V/def2-TZVPD.

## Properties
energy above the lowest of the compared OMol25 structures with the same formula, charge and spin: 0.000 eV
maximum force: 0.098 hartree/bohr
gap between HOMO and LUMO: 8.12 eV
E_HOMO: -4.784 eV
E_LUMO: 3.34 eV
energy: -1193.60753 Ha

ORCA input file:
```
! RIJCOSX wB97M-V def2-TZVPD def2/J DEFGRID3
* xyz -1 1
C -1.14164 1.53993 -0.80220
C 0.19549 -0.52498 0.25482
C -0.19586 0.81250 0.57031
N 1.99298 -2.28180 -0.83460
O -2.26076 1.79425 -0.46748
O -0.43287 1.74026 -1.74072
O -0.22204 -1.60444 0.58822
S -1.27297 1.09646 2.11570
S 1.81585 -0.66926 -0.82691
H 0.50463 1.51186 0.69856
H 1.75517 -2.78285 0.14393
H 1.26678 -2.74130 -1.41496
H -2.00476 2.10938 1.71533
*
```

***

[2]
2 unconnected molecules or ions with the total composition C3H4NOS. Source: OMol25; level of theory: ωB97M-V/def2-TZVPD.

## Properties
energy above the lowest of the compared OMol25 structures with the same formula, charge and spin: 1.091 eV
maximum force: 0.074 hartree/bohr
gap between HOMO and LUMO: 7.10 eV
E_HOMO: -3.261 eV
E_LUMO: 3.84 eV
energy: -644.89323 Ha

ORCA input file:
```
! RIJCOSX wB97M-V def2-TZVPD def2/J DEFGRID3
* xyz -1 1
C -0.25654 -0.21547 2.21753
C 1.65517 -0.99599 -0.69973
C -1.31876 0.71212 0.12916
N -0.92322 0.21771 1.36645
O 0.69362 -1.72424 -0.95334
S 1.70527 0.70070 -0.96295
H 2.60743 -1.32843 -0.37202
H -1.00965 0.00603 -0.67891
H -0.83440 1.75712 -0.04189
H -2.31892 0.87045 -0.00430
*
```

***

[3]
2 unconnected molecules or ions with the total composition C3H4NP. Source: OMol25; level of theory: ωB97M-V/def2-TZVPD.

## Properties
energy above the lowest of the compared OMol25 structures with the same formula, charge and spin: 4.292 eV
maximum force: 0.095 hartree/bohr
gap between HOMO and LUMO (spin up / spin down): 8.40 / 7.98 eV
E_HOMO (spin up / spin down): -9.071 / -9.048 eV
E_LUMO (spin up / spin down): -0.67 / -1.07 eV
energy: -512.61817 Ha

ORCA input file:
```
! RIJCOSX wB97M-V def2-TZVPD def2/J DEFGRID3
* xyz 0 1
C 0.47688 2.04087 -0.30437
C 1.65516 0.06494 1.10288
C 0.29949 2.12784 1.05842
N 0.81113 1.82536 -1.36244
P 0.83812 -1.17512 0.40156
H 2.39826 0.29449 1.71437
H 0.81257 2.80457 1.60635
H -0.66870 1.71328 1.42068
H 1.59933 -2.24633 0.97886
*
```

***

[4]
A single C3H4NP molecule. Source: OMol25; level of theory: ωB97M-V/def2-TZVPD.

## Properties
energy above the lowest of the compared OMol25 structures with the same formula, charge and spin: 0.737 eV
maximum force: 0.093 hartree/bohr
gap between HOMO and LUMO: 9.41 eV
E_HOMO: -9.244 eV
E_LUMO: 0.16 eV
energy: -512.74881 Ha

ORCA input file:
```
! RIJCOSX wB97M-V def2-TZVPD def2/J DEFGRID3
* xyz 0 1
C 1.09976 -0.28292 -0.40783
C -0.09510 -1.02520 -0.35832
C -0.17330 1.47415 -0.12288
N 1.03847 1.07031 -0.25155
P -1.38018 0.20647 -0.25398
H 2.02791 -0.59054 -0.60760
H -0.35378 -2.07024 -0.70487
H -0.26116 2.47856 0.02180
H -1.92779 0.33320 0.98634
*
```

***

[5]
A single C3H4NPS molecule. Source: OMol25; level of theory: ωB97M-V/def2-TZVPD.

## Properties
energy above the lowest of the compared OMol25 structures with the same formula, charge and spin: 2.271 eV
maximum force: 0.096 hartree/bohr
gap between HOMO and LUMO: 8.00 eV
E_HOMO: -8.510 eV
E_LUMO: -0.51 eV
energy: -910.90516 Ha

ORCA input file:
```
! RIJCOSX wB97M-V def2-TZVPD def2/J DEFGRID3
* xyz 0 1
C -2.98782 0.91687 -0.20060
C -0.53536 -0.45375 0.09859
C 0.88323 -0.83119 -0.07207
N -1.29898 -1.36016 0.40267
P -3.56290 -0.57544 0.05917
S -1.19394 1.23584 -0.17414
H -3.54697 1.80968 -0.51108
H 1.54807 -0.41908 0.72384
H 1.10047 -0.36068 -1.03925
H 0.86403 -1.93887 -0.28598
*
```

***

[6]
A molecular structure, C3H4O. Source: OMol25; level of theory: ωB97M-V/def2-TZVPD.

## Properties
energy above the lowest of the compared OMol25 structures with the same formula, charge and spin: 2.355 eV
maximum force: 0.080 hartree/bohr
gap between HOMO and LUMO: 10.81 eV
E_HOMO: -9.948 eV
E_LUMO: 0.86 eV
energy: -191.82343 Ha

ORCA input file:
```
! RIJCOSX wB97M-V def2-TZVPD def2/J DEFGRID3
* xyz 0 1
C -0.60795 -1.59009 0.93738
C -0.44432 -0.67430 0.20659
C -0.11983 0.52507 -0.53173
O 1.12366 0.40774 -1.17899
H -0.89236 -2.24020 1.78331
H -0.14250 1.40994 0.51015
H -0.78802 0.73496 -1.39339
H 1.79626 -0.22149 -0.70815
*
```

***

[7]
A single C3H4O2 molecule. Source: OMol25; level of theory: ωB97M-V/def2-TZVPD.

## Properties
energy above the lowest of the compared OMol25 structures with the same formula, charge and spin: 2.700 eV
maximum force: 0.067 hartree/bohr
gap between HOMO and LUMO: 9.55 eV
E_HOMO: -9.418 eV
E_LUMO: 0.13 eV
energy: -267.09355 Ha

ORCA input file:
```
! RIJCOSX wB97M-V def2-TZVPD def2/J DEFGRID3
* xyz 0 1
C 1.07511 -0.52582 -0.01201
C -0.01716 0.25489 0.16330
O 0.19966 1.35720 0.88506
C -1.39008 -0.03182 -0.34815
O -2.07539 -1.02346 -0.25817
H 1.13404 0.92410 1.16033
H 2.02237 -0.11382 -0.36856
H 0.94755 -1.55970 -0.25539
H -1.88274 0.74425 -0.94742
*
```

***

[8]
A single C3H4O2 molecule. Source: OMol25; level of theory: ωB97M-V/def2-TZVPD.

## Properties
energy above the lowest of the compared OMol25 structures with the same formula, charge and spin: 2.251 eV
maximum force: 0.113 hartree/bohr
gap between HOMO and LUMO: 9.54 eV
E_HOMO: -9.444 eV
E_LUMO: 0.09 eV
energy: -267.11007 Ha

ORCA input file:
```
! RIJCOSX wB97M-V def2-TZVPD def2/J DEFGRID3
* xyz 0 1
C 0.22649 -0.24856 0.08116
C 1.63390 0.29241 0.07657
C -1.07423 0.34458 0.06560
O 2.78177 -0.27673 0.07251
O -2.16833 -0.32172 0.03418
H 0.27080 -1.28421 -0.04385
H 1.58932 1.30122 -0.14148
H -1.35014 1.41996 -0.20644
H -1.90957 -1.22695 0.06174
*
```

***

[9]
A single C3H4O2 molecule. Source: OMol25; level of theory: ωB97M-V/def2-TZVPD.

## Properties
energy above the lowest of the compared OMol25 structures with the same formula, charge and spin: 1.410 eV
maximum force: 0.083 hartree/bohr
gap between HOMO and LUMO: 9.19 eV
E_HOMO: -9.633 eV
E_LUMO: -0.44 eV
energy: -267.14097 Ha

ORCA input file:
```
! RIJCOSX wB97M-V def2-TZVPD def2/J DEFGRID3
* xyz 0 1
C -0.56483 0.94551 -0.00904
C -0.49119 -0.56034 0.11957
C 1.03231 -1.04046 -0.00228
H -1.17806 1.39825 -0.75814
H 0.42772 1.25708 -0.18478
H -0.74333 1.46391 0.96464
H 1.12336 -1.99732 -0.32275
O -1.47869 -1.24839 0.08040
O 1.87270 -0.21825 0.11239
*
```

***

[10]
A single C3H4O2 molecule. Source: OMol25; level of theory: ωB97M-V/def2-TZVPD.

## Properties
energy above the lowest of the compared OMol25 structures with the same formula, charge and spin: 1.813 eV
maximum force: 0.056 hartree/bohr
gap between HOMO and LUMO: 10.93 eV
E_HOMO: -10.123 eV
E_LUMO: 0.81 eV
energy: -267.12614 Ha

ORCA input file:
```
! RIJCOSX wB97M-V def2-TZVPD def2/J DEFGRID3
* xyz 0 1
C 1.59688 0.03712 -0.07366
C 0.14810 -0.27597 -0.39379
C -1.15374 0.14733 0.26883
O 2.46899 0.84333 0.02405
O 1.21642 -1.19159 0.15500
H 0.00229 -0.57582 -1.36406
H -1.06764 0.40118 1.36525
H -1.97802 -0.59467 0.15635
H -1.23328 1.20910 -0.13798
*
```

***

[11]
2 unconnected molecules or ions with the total composition C3H4O2. Source: OMol25; level of theory: ωB97M-V/def2-TZVPD.

## Properties
energy above the lowest of the compared OMol25 structures with the same formula, charge and spin: 4.509 eV
maximum force: 0.131 hartree/bohr
gap between HOMO and LUMO: 9.96 eV
E_HOMO: -9.201 eV
E_LUMO: 0.75 eV
energy: -267.02709 Ha

ORCA input file:
```
! RIJCOSX wB97M-V def2-TZVPD def2/J DEFGRID3
* xyz 0 1
C -0.04706 0.70927 -0.01542
C 1.04679 0.79152 0.72793
C 0.14175 -0.72750 0.09873
O 1.25474 -0.52633 0.93089
O 0.49158 -1.66341 -0.80311
H -0.77555 1.28116 -0.51163
H 1.88834 1.53302 1.02315
H -0.90545 -1.37494 1.06278
H 1.23750 -2.22638 -0.28361
*
```

***

[12]
2 unconnected molecules or ions with the total composition C3H4O2. Source: OMol25; level of theory: ωB97M-V/def2-TZVPD.

## Properties
energy above the lowest of the compared OMol25 structures with the same formula, charge and spin: 9.987 eV
maximum force: 0.090 hartree/bohr
gap between HOMO and LUMO (spin up / spin down): 7.08 / 7.09 eV
E_HOMO (spin up / spin down): -9.876 / -9.881 eV
E_LUMO (spin up / spin down): -2.80 / -2.79 eV
energy: -266.82578 Ha

ORCA input file:
```
! RIJCOSX wB97M-V def2-TZVPD def2/J DEFGRID3
* xyz 0 1
C 0.42300 -0.45747 -0.18644
C 1.45668 -1.04147 -0.39092
C -0.97169 -0.26127 -0.00256
O 3.77603 0.65588 0.11760
O 3.72816 -0.65604 -0.05838
H -1.11469 0.75415 -0.34330
H -1.54748 -0.76419 -0.76618
H -1.24192 -0.40216 0.98513
H 3.21251 0.84262 0.90763
*
```

***

[13]
A single C3H4O2 molecule. Source: OMol25; level of theory: ωB97M-V/def2-TZVPD.

## Properties
energy above the lowest of the compared OMol25 structures with the same formula, charge and spin: 6.956 eV
maximum force: 0.135 hartree/bohr
gap between HOMO and LUMO (spin up / spin down): 8.94 / 8.95 eV
E_HOMO (spin up / spin down): -9.284 / -9.285 eV
E_LUMO (spin up / spin down): -0.34 / -0.34 eV
energy: -266.93714 Ha

ORCA input file:
```
! RIJCOSX wB97M-V def2-TZVPD def2/J DEFGRID3
* xyz 0 1
C -0.78550 -0.00935 0.20309
C 0.29360 -0.68895 -0.19683
C 1.81551 0.20072 -0.19237
O 3.95637 0.19645 0.10528
O 2.83404 -0.44089 0.06155
H -1.80278 -0.31802 0.04011
H -0.90308 0.99698 0.45643
H 0.36984 -1.76173 -0.51944
H 1.56931 1.23817 -0.60907
*
```

***

[14]
A single C3H4O2 molecule. Source: OMol25; level of theory: ωB97M-V/def2-TZVPD.

## Properties
energy above the lowest of the compared OMol25 structures with the same formula, charge and spin: 1.548 eV
maximum force: 0.072 hartree/bohr
gap between HOMO and LUMO (spin up / spin down): 7.77 / 9.01 eV
E_HOMO (spin up / spin down): -7.186 / -10.434 eV
E_LUMO (spin up / spin down): 0.59 / -1.43 eV
energy: -266.97275 Ha

ORCA input file:
```
! RIJCOSX wB97M-V def2-TZVPD def2/J DEFGRID3
* xyz 0 3
C -1.42230 -0.13901 0.33584
C -0.76861 1.04735 0.19714
C 1.19035 -0.02892 -0.33521
O -2.10492 -0.67519 -0.52954
O 0.46971 1.19307 -0.08452
H -1.32567 -0.38833 1.39584
H 2.21112 0.24018 -0.23663
H 0.73582 -0.53090 -1.16291
H 1.01451 -0.71825 0.41999
*
```

***

[15]
A molecular structure, C3H4O2Pb. Source: OMol25; level of theory: ωB97M-V/def2-TZVPD.

## Properties
energy above the lowest of the compared OMol25 structures with the same formula, charge and spin: 1.373 eV
maximum force: 0.056 hartree/bohr
gap between HOMO and LUMO: 5.69 eV
E_HOMO: -17.285 eV
E_LUMO: -11.60 eV
energy: -459.24116 Ha

ORCA input file:
```
! RIJCOSX wB97M-V def2-TZVPD def2/J DEFGRID3
* xyz 2 1
C -0.15250 0.26122 0.66184
C -1.03702 0.99515 -0.05681
H -1.05119 2.08338 0.00780
H -1.77532 0.48196 -0.67308
C 0.24830 -0.90224 -0.18145
O 1.00187 -0.82185 -1.16117
Pb 1.94567 -1.91038 -2.64046
H -0.18028 -1.87276 0.11307
O 0.71108 0.78335 1.53423
H 0.28939 0.90218 2.39602
*
```

***

[16]
A single C3H4O2S molecule. Source: OMol25; level of theory: ωB97M-V/def2-TZVPD.

## Properties
energy above the lowest of the compared OMol25 structures with the same formula, charge and spin: 0.000 eV
maximum force: 0.042 hartree/bohr
gap between HOMO and LUMO: 10.35 eV
E_HOMO: -9.813 eV
E_LUMO: 0.54 eV
energy: -665.38563 Ha

ORCA input file:
```
! RIJCOSX wB97M-V def2-TZVPD def2/J DEFGRID3
* xyz 0 1
C 0.42362 0.43097 0.74489
C -0.91203 -0.50730 -1.14006
C -0.98796 -1.24729 0.15726
H -1.79215 0.08460 -1.37243
H -0.86477 -1.19152 -1.99544
H -0.35309 -2.13762 0.15808
H -1.99819 -1.58879 0.45016
O 1.08063 1.11546 1.48510
O -0.54587 -0.37676 1.19109
S 0.59927 0.42910 -1.07640
*
```

***

[17]
A single C3H4O2S2 molecule. Source: OMol25; level of theory: ωB97M-V/def2-TZVPD.

## Properties
energy above the lowest of the compared OMol25 structures with the same formula, charge and spin: 0.860 eV
maximum force: 0.036 hartree/bohr
gap between HOMO and LUMO: 8.04 eV
E_HOMO: -9.761 eV
E_LUMO: -1.72 eV
energy: -1063.53248 Ha

ORCA input file:
```
! RIJCOSX wB97M-V def2-TZVPD def2/J DEFGRID3
* xyz 0 1
C 0.73865 -0.66170 0.93636
C 0.34470 0.12173 -0.33647
C -1.08444 0.58805 -0.36079
H 2.34770 -1.04734 0.05712
H -0.13517 -1.27391 1.21599
H 0.83124 0.12086 1.69292
H -2.94067 1.41304 -1.31207
O 1.88785 -1.39993 0.82841
O -1.81368 0.21144 0.53152
S 1.45660 0.35365 -1.49085
S -1.63277 1.57412 -1.76215
*
```

***

[18]
A molecular structure, C3H4O2Tm. Source: OMol25; level of theory: ωB97M-V/def2-TZVPD.

## Properties
energy above the lowest of the compared OMol25 structures with the same formula, charge and spin: 0.000 eV
maximum force: 0.099 hartree/bohr
gap between HOMO and LUMO (spin up / spin down): 5.28 / 5.08 eV
E_HOMO (spin up / spin down): -12.284 / -12.165 eV
E_LUMO (spin up / spin down): -7.01 / -7.08 eV
energy: -1352.01263 Ha

ORCA input file:
```
! RIJCOSX wB97M-V def2-TZVPD def2/J DEFGRID3
* xyz 1 3
C 2.68870 0.50016 -1.60537
O 1.90288 -0.47407 -1.01749
C -3.89640 -0.12155 2.30130
C -2.90810 -0.57029 1.74194
O -1.86244 -0.96041 1.16738
Tm 0.08012 -1.00319 -0.00463
H 3.52393 0.05977 -2.18440
H 2.10898 1.12536 -2.31235
H 3.14170 1.19030 -0.86720
H -4.77936 0.25391 2.78080
*
```

***

[19]
A single C3H4O3 molecule. Source: OMol25; level of theory: ωB97M-V/def2-TZVPD.

## Properties
energy above the lowest of the compared OMol25 structures with the same formula, charge and spin: 1.533 eV
maximum force: 0.011 hartree/bohr
gap between HOMO and LUMO: 10.33 eV
E_HOMO: -10.247 eV
E_LUMO: 0.08 eV
energy: -342.39961 Ha

ORCA input file:
```
! RIJCOSX wB97M-V def2-TZVPD def2/J DEFGRID3
* xyz 0 1
O 0.01223 -0.97779 -1.28952
C 0.27747 0.10969 -0.46300
C 1.06291 -0.33705 0.77511
O 1.70027 0.40890 1.47152
C -1.00222 0.73453 0.07012
O -2.05531 0.14967 -0.02672
H -0.90273 -1.24865 -1.10791
H 0.86414 0.87311 -0.99023
H 0.95049 -1.42227 0.98062
H -0.90726 1.70987 0.58000
*
```

***

[20]
A single C3H4O3 molecule. Source: OMol25; level of theory: ωB97M-V/def2-TZVPD.

## Properties
energy above the lowest of the compared OMol25 structures with the same formula, charge and spin: 1.102 eV
maximum force: 0.011 hartree/bohr
gap between HOMO and LUMO: 11.27 eV
E_HOMO: -10.400 eV
E_LUMO: 0.87 eV
energy: -342.41543 Ha

ORCA input file:
```
! RIJCOSX wB97M-V def2-TZVPD def2/J DEFGRID3
* xyz 0 1
O -0.35052 -1.22567 -1.36525
C -0.73169 -0.09525 -1.20430
C -0.03933 0.85648 -0.23401
O 1.08107 0.19822 0.32974
C 0.76222 -0.75389 1.22494
O -0.33241 -0.92538 1.69069
H -1.60789 0.29111 -1.76309
H 0.34869 1.73885 -0.75315
H -0.73691 1.18222 0.54675
H 1.65828 -1.33526 1.47465
*
```